No. 1
Density functional theory data (ωB97M-V/def2-TZVPD) for 2 unconnected molecules or ions with the total composition C20H27FN3O6S2.

## Properties
HOMO (hartree): -0.41725
Net charge: +1
HOMO-LUMO gap (eV): 7.295
LUMO level (eV): -4.06

The geometry in XYZ format:
```
59
C20H27FN3O6S2 (ωB97M-V/def2-TZVPD)
O 4.2275 0.9784 2.6967
C -0.8002 -0.8148 0.4049
H -3.5227 0.9647 -3.5135
C 0.0511 -4.6286 0.5437
H 4.5918 2.1305 0.5691
C 2.6733 0.9634 0.8508
O -5.7481 0.2626 -0.9315
C 4.2243 0.7403 -1.1292
C 0.9374 -0.7024 2.4658
H 5.9471 -0.9221 -1.2799
H -1.4611 -1.3624 1.1338
C 0.0078 -1.6053 3.2935
O -0.1537 1.7818 -1.3104
H -5.1643 0.2608 -3.5886
C 5.5795 -0.0574 -0.6782
H 4.1313 1.0367 -2.2386
H 3.1657 2.6427 -0.5435
C 1.5776 -5.4181 2.0190
O 4.1205 -0.6657 -0.7520
H 0.7804 -2.1182 -0.5340
H 4.9554 0.6943 2.1014
C 0.5322 -0.3242 1.0900
H -1.0881 -1.4834 3.1319
H -0.0215 -2.8946 4.9890
H 0.8200 0.0370 -1.7888
H -0.4647 -1.5904 -1.7048
S -4.4857 0.8004 -1.3654
C -4.3950 3.3042 -2.2672
F 2.6700 -0.5254 4.1514
O -3.2249 0.1794 -1.0139
N 0.3476 -5.9461 0.2988
C 3.6706 1.8255 0.0222
C 0.5798 -2.5209 4.1301
C -0.2633 2.7469 -0.2584
C 1.0295 0.9832 -1.2132
C 1.4017 0.5378 0.2376
H -3.5389 2.7353 -0.3404
C 2.2227 -0.1939 2.9267
H -0.6447 2.2912 0.6948
H -1.3501 0.0243 -0.1096
H -4.8642 4.2838 -2.1685
H 5.6865 -0.2588 0.4167
H 1.8505 1.5133 -1.7611
H -4.9404 2.8093 -4.3243
C -4.4274 2.5404 -0.9400
O 0.8593 -4.3290 1.6227
H -3.3573 3.4670 -2.5734
H -6.1814 2.4385 -3.1224
N 3.0451 0.6029 2.1375
H 0.6921 3.3005 -0.0530
C -5.1045 2.4382 -3.3123
H -1.0274 3.5164 -0.5674
N 1.2472 -6.4307 1.1581
C -0.3337 -1.9535 -0.6452
C -4.5441 1.0320 -3.1347
H 1.6332 -2.8196 3.9131
H -5.3225 2.7758 -0.3642
S -1.1244 -3.5873 -0.3369
H 2.2956 -5.4867 2.8650
```

Table of Löwdin atomic charges, one value per atom, all in e: O 0.10; C -0.15; H 0.11; C -0.56; H 0.12; C -0.07; O -0.30; C -0.19; C -0.03; H 0.12; H 0.09; C -0.10; O -0.18; H 0.11; C 0.04; H 0.16; H 0.12; C -0.12; O -0.17; H 0.09; H 0.13; C -0.03; H 0.12; H 0.09; H 0.13; H 0.09; S 0.68; C -0.21; F 0.14; O -0.35; N 0.00; C -0.02; C 0.05; C -0.09; C -0.14; C -0.04; H 0.09; C -0.10; H 0.10; H 0.08; H 0.12; H 0.09; H 0.12; H 0.12; C -0.22; O -0.06; H 0.11; H 0.12; N -0.01; H 0.10; C -0.21; H 0.10; N 0.02; C -0.43; C -0.23; H 0.08; H 0.11; S 0.98; H 0.14

No. 2
Density functional theory data (ωB97M-V/def2-TZVPD) for 2 unconnected molecules or ions with the total composition C15H27F4NO3.

## Properties
HOMO (hartree): -0.30555
Net charge: 0
HOMO-LUMO gap (eV): 8.262
LUMO level (eV): -0.05
Energy above the lowest of the compared OMol25 structures with the same formula, charge and spin (kcal per mole): 0.0

The geometry in XYZ format:
```
50
C15H27F4NO3 (ωB97M-V/def2-TZVPD)
F -4.6555 -0.0963 2.4924
H -0.2568 -1.2902 -1.7706
C 1.5913 3.6434 -0.6299
H -2.6628 -0.8457 -0.8112
H -2.2536 3.1603 -2.7025
C -2.8661 -1.0292 1.3108
H 2.0775 -1.6154 3.5881
H 0.0896 1.5420 -0.6886
H 0.4117 -2.4618 0.3261
C 0.6985 3.6952 -1.8492
O 1.1615 3.8463 -2.9654
H 2.1688 2.7313 -0.7285
H 2.7477 -3.1957 3.3941
C 2.8033 -2.0449 1.6058
F -4.5505 0.3507 0.3534
H 1.2577 -3.6885 -1.2566
H 1.3872 0.9193 0.9952
H 2.7911 -2.8283 -0.9616
H 1.1513 -2.9094 2.7600
H 2.6663 -0.6093 0.0393
H -2.8136 1.5469 -1.2374
C 1.1557 -0.0482 1.4339
C -3.7840 0.1553 1.4591
H 0.9278 -0.0832 -1.3561
C 1.7459 -2.7265 -1.2053
C -2.0242 -1.0601 0.0349
C -1.7789 1.4292 -1.5553
C 0.2490 -0.8215 -0.9408
N 1.0425 -1.8620 -0.1964
H -1.7110 -2.0991 -0.0815
C -0.7563 -0.2041 0.0418
C 2.1232 -2.4546 2.9083
O -0.2220 -0.3185 1.3771
H 2.2376 4.5061 -0.5993
C -1.3622 2.6527 -2.3481
H -0.7857 2.2971 -3.1906
O -0.6314 3.6225 -1.5760
H 3.0684 -2.9502 1.0656
C 1.9839 -1.1298 0.7004
H -2.2861 -1.1639 2.2113
H 3.7376 -1.5345 1.8024
H 1.6867 -2.2617 -2.1784
H -1.1214 1.9015 0.4807
F -3.1480 1.3068 1.7733
H -3.5459 -1.8737 1.2575
H -1.6838 0.5825 -2.2193
C -0.8958 1.2476 -0.3504
H 1.0007 3.5800 0.2778
H 1.4139 0.0221 2.4793
F 0.4192 0.4676 -2.7696
```

Table of Löwdin atomic charges, one value per atom, all in e: F 0.10; H 0.13; C 0.01; H 0.12; H 0.12; C -0.06; H 0.07; H 0.08; H 0.17; C -0.51; O 0.10; H 0.08; H 0.08; C -0.19; F 0.12; H 0.11; H 0.12; H 0.09; H 0.08; H 0.16; H 0.11; C -0.11; C -0.57; H 0.09; C 0.04; C -0.08; C -0.16; C -0.10; N -0.07; H 0.12; C -0.41; C -0.08; O -0.07; H 0.08; C -0.16; H 0.11; O -0.02; H 0.10; C -0.22; H 0.13; H 0.12; H 0.11; H 0.13; F 0.14; H 0.13; H 0.11; C -0.13; H 0.08; H 0.12; F -0.52

No. 3
Density functional theory data (ωB97M-V/def2-TZVPD) for 2 unconnected molecules or ions with the total composition C12H17NS.

## Properties
HOMO (hartree): -0.28942
Net charge: 0
HOMO-LUMO gap (eV): 8.665
SMILES string: Cc1c[nH]c2ccccc12.CCSC
LUMO level (eV): 0.79
Energy above the lowest of the compared OMol25 structures with the same formula, charge and spin (kcal per mole): 35.8

The geometry in XYZ format:
```
31
C12H17NS (ωB97M-V/def2-TZVPD)
H 1.4951 -2.2029 3.4247
H -3.8620 0.5609 -1.2262
H -1.0227 2.8110 -0.6163
H -1.1736 -3.1702 -3.4395
C -3.3094 1.3364 -1.7504
H 2.9941 -0.3911 4.1753
C -0.8411 -2.3042 -2.8868
C 1.0068 1.8625 2.7997
H -3.4788 1.4922 -2.8136
N 0.3427 1.1911 -1.0532
H 1.0331 -1.2167 2.0540
C 0.5094 -2.1419 -2.5613
C -1.8378 1.0728 -1.5743
H -2.7943 -1.5552 -2.5791
H 0.6889 -0.7645 3.8903
C 0.1656 -0.0823 -1.5453
C -1.1963 -0.1909 -1.8705
C 1.3040 -1.1791 3.1009
C -0.8371 1.9038 -1.1756
H 3.3485 -1.0175 2.6122
S 2.6266 1.2085 2.2958
H 0.9831 2.9131 3.0717
H 0.3660 1.7876 1.9171
C 1.0940 -1.0801 -1.8882
H -3.5468 2.2785 -1.2507
H 0.6067 1.1837 3.5308
C 2.6460 -0.3684 3.1401
H 2.0397 -1.2398 -1.3995
H 1.2294 1.5746 -1.0539
C -1.7420 -1.3157 -2.4954
H 1.1624 -2.9564 -2.8329
```

Table of Löwdin atomic charges, one value per atom, all in e: H 0.07; H 0.08; H 0.12; H 0.09; C -0.04; H 0.07; C -0.09; C -0.39; H 0.08; N 0.08; H 0.07; C -0.11; C -0.23; H 0.11; H 0.05; C -0.21; C -0.15; C -0.15; C -0.07; H 0.06; S 0.77; H 0.03; H 0.01; C -0.01; H 0.07; H 0.01; C -0.59; H 0.10; H 0.12; C -0.02; H 0.09

No. 4
Density functional theory data (ωB97M-V/def2-TZVPD) for a molecular structure, C33H81BF3N6O15S2.

## Properties
HOMO (hartree): -0.21614
Net charge: -1
HOMO-LUMO gap (eV): 7.402
LUMO level (eV): 1.52
Energy above the lowest of the compared OMol25 structures with the same formula, charge and spin (kcal per mole): 22.0

The geometry in XYZ format:
```
141
C33H81BF3N6O15S2 (ωB97M-V/def2-TZVPD)
H 1.2649 1.2043 -3.8651
C -1.0018 -0.3612 -4.3831
H 0.3386 -3.9758 4.7225
H -1.3672 -0.8982 -0.2739
C 1.7672 9.5218 -0.3342
C 2.0565 -0.7913 2.9636
C -2.4258 2.7500 -6.3903
O -0.9486 -5.8208 9.5175
C 1.2830 8.4507 -4.5758
H 0.6894 9.3436 -4.3473
C -1.9558 7.0425 -9.2398
H 1.3996 10.4763 0.0534
O -2.9118 2.4433 -7.6881
H 0.3851 6.7957 0.8795
C 0.4717 -1.7079 -1.1659
H 3.3385 -2.3593 3.0983
H -1.2243 3.3118 -8.5606
H 1.2334 -0.5034 2.3056
O 1.3767 -2.7602 8.5143
H 2.2043 7.6701 -2.0366
H 2.8281 1.1876 2.8632
H 5.2732 -1.6865 3.1827
O 0.5030 7.2792 -4.4092
H -3.9736 -7.5853 1.7110
S -0.7430 -4.4423 9.1127
H -2.6776 -4.6533 1.0543
C 1.2368 7.3394 0.4735
N 0.3895 -1.2312 -2.5506
C 2.0530 -5.1518 8.0272
C -0.1363 1.3585 -0.6806
O 0.2275 0.3348 0.2234
C -1.9042 -5.9342 2.6670
F -3.3837 -6.8218 8.4125
O -3.8564 -3.3946 7.0026
B 1.0150 -4.0930 8.5258
H -0.0941 2.3082 -0.1451
C -2.2876 3.1421 -8.7472
O 2.1708 -3.6769 5.4797
C 1.1344 -3.2327 4.6180
C 5.4011 -0.6052 3.3000
H -1.0684 -7.4056 1.5641
H -4.0582 4.0127 -5.8723
H -2.7749 -5.8345 3.3219
H 3.1382 7.5066 -4.1299
H -2.9093 6.5771 -8.9682
H 0.7118 -2.2915 4.9858
H 2.1720 -5.1344 6.9259
O -0.9052 -3.5712 10.2512
H -0.0408 -8.7720 0.4385
N -1.9406 -7.2653 2.0552
N 2.6515 8.5035 -2.3932
N -2.5430 5.3233 -6.3615
F -5.0996 -5.9014 7.6267
C 1.8605 -6.6105 8.5148
H 1.9649 -2.6267 9.2736
C 3.2113 0.1688 2.7567
C -2.9687 4.0445 -5.7895
C -2.8440 -8.7376 0.3039
C -1.0975 5.5370 -6.3541
H -3.1722 -6.6490 0.4352
C 0.4737 1.5003 -4.5614
C -3.0486 -7.4851 1.1353
O -0.6032 -4.5398 1.0704
H 1.7201 -0.6770 4.0011
H 1.9139 -4.1536 2.8649
H 1.9573 7.5075 1.2782
H -1.6585 -0.6817 -2.3951
H -2.6730 -9.6122 0.9386
H -1.9871 8.1063 -8.9868
C 1.4915 -3.1823 3.1352
O -3.7629 -3.9305 9.2838
H -0.7747 5.7387 -5.3374
C -3.7683 -5.9131 7.5713
O 4.2175 0.0156 3.7549
H 3.6262 0.0793 1.7474
H -0.5553 8.1763 -2.8433
F -3.4589 -6.2328 6.3324
H -2.8824 5.3677 -7.3126
C -0.2892 -0.9527 -0.0804
C -0.2043 7.1994 -3.1818
C -0.6125 -9.2700 -0.3512
H 3.0335 -4.8288 8.4137
N -1.6472 -4.0291 7.8096
H -1.0235 -5.9117 3.3134
H 0.5680 -3.0743 2.5624
H 0.0030 -9.2844 -1.2503
H 3.2435 9.2549 -4.2437
C -0.9611 -1.1601 -3.0938
H 0.8777 -6.9880 8.2479
H -1.0724 6.5562 -3.3361
C -0.7012 6.7012 -7.2384
H 1.6958 6.7144 -0.2999
H -1.3322 2.6984 -6.3654
H -1.1487 1.2265 -1.0701
H -1.2384 7.6133 -6.9600
H 0.8106 -0.3133 -2.5877
H 3.5774 -2.9642 6.7623
H -0.5538 4.6546 -6.7165
H -2.7345 4.0552 -4.7196
H 1.0195 9.8627 -2.2862
H 0.4108 6.7285 -2.4118
H -1.3200 -2.1751 -3.2899
H 0.2697 -4.8452 -0.7428
H 5.7408 -0.1755 2.3526
S -3.2180 -4.1954 7.9962
H -1.9302 -3.8320 2.4023
C -0.4363 -5.3466 -0.0797
H -3.7598 -8.9211 -0.2656
H 1.5298 -1.6944 -0.8930
O 0.7561 8.5615 -0.0560
H 2.0563 -6.7230 9.5769
H 1.4992 8.5034 -5.6467
H 3.9473 -2.6972 5.0651
H -2.0055 -0.4533 -4.8092
H 2.7015 -1.6996 5.8883
H -0.8177 -10.3022 -0.0537
H 0.3640 6.8912 -7.0884
C 1.9979 9.6771 -1.8262
N 2.4437 -2.1682 2.6685
H 0.5817 1.4220 -1.5032
H -2.7948 4.0918 -8.9370
H 2.5651 -7.2355 7.9552
H 0.4340 2.5902 -4.5758
O -0.8620 6.3955 -8.6226
C 2.6308 8.4347 -3.8546
H 6.1730 -0.4404 4.0517
O -0.7932 1.0278 -4.1468
H 2.6992 9.2931 0.1914
H -0.2970 -0.7567 -5.1207
H 0.1560 -2.7538 -1.1454
C -1.8368 -4.7090 1.7561
H 2.6279 10.5546 -2.0020
H -1.3741 -5.4949 -0.6212
H -1.8335 6.9466 -10.3185
H 0.7240 1.1478 -5.5665
H 0.0051 -6.3105 0.1858
O -1.8040 -8.5721 -0.6556
H -0.1815 -1.5341 0.8384
H -2.3868 2.5389 -9.6507
H -2.7749 1.9372 -5.7511
C 3.1376 -2.6962 5.8016
```

Here are the Löwdin charges for atoms 1 to 99, given in e: H 0.07; C -0.21; H 0.12; H 0.12; C -0.22; C -0.20; C -0.22; O -0.35; C -0.22; H 0.11; C -0.12; H 0.12; O -0.17; H 0.09; C -0.18; H 0.06; H 0.09; H 0.10; O 0.10; H 0.06; H 0.12; H 0.07; O -0.21; H 0.13; S 0.55; H 0.11; C -0.11; N -0.05; C -0.16; C -0.10; O -0.19; C -0.18; F 0.16; O -0.32; B -0.48; H 0.09; C -0.10; O -0.21; C -0.19; C -0.12; H 0.06; H 0.12; H 0.12; H 0.12; H 0.07; H 0.12; H 0.10; O -0.34; H 0.07; N -0.05; N -0.05; N -0.04; F 0.11; C -0.12; H 0.12; C -0.21; C -0.19; C -0.22; C -0.20; H 0.10; C -0.12; C -0.22; O -0.21; H 0.11; H 0.12; H 0.09; H 0.10; H 0.12; H 0.09; C -0.19; O -0.29; H 0.09; C -0.74; O -0.19; H 0.12; H 0.09; F 0.13; H 0.06; C -0.21; C -0.08; C -0.12; H 0.10; N -0.31; H 0.12; H 0.09; H 0.09; H 0.12; C -0.21; H 0.06; H 0.09; C -0.21; H 0.07; H 0.10; H 0.09; H 0.12; H 0.06; H 0.08; H 0.11; H 0.12

Total energy across the listed records, respectively: -2289.64503, -1267.62286, -920.36042, -3883.72713 hartree.